Computed, not measured: a 6-piece molecular cluster, C31H57FN9O7PS3 overall, with ωB97M-V with the def2-TZVPD basis set.

Geometry as ORCA input:
```
! RIJCOSX wB97M-V def2-TZVPD def2/J DEFGRID3
* xyz 0 1
N 4.77 3.53 -0.28
P 3.26 3.89 0.19
C 2.11 2.33 0.04
C 1.01 2.12 -1.19
C 0.89 3.36 -2.28
C -0.11 4.59 -1.76
C -1.33 4.03 -0.82
S -2.92 5.08 -0.95
C -4.12 4.11 0.18
S -3.81 4.20 1.84
N -5.21 3.32 -0.50
C -4.45 2.23 -1.28
C -5.32 0.85 -1.49
O -5.67 0.18 -0.23
C -5.64 1.15 0.91
C -6.18 2.67 0.46
C 0.09 0.73 -1.26
C -0.97 0.50 -2.51
C -1.03 -1.07 -3.05
O -2.21 -1.79 -2.46
C 0.29 -0.40 -0.06
F -0.50 -1.68 0.02
C 1.37 -0.15 1.15
N 1.53 -1.19 2.24
S 2.80 -0.41 3.21
N 3.19 1.16 2.45
C 2.30 1.20 1.23
H 4.85 2.53 -0.61
H 3.23 4.25 1.61
H 2.65 4.95 -0.60
H 1.95 3.87 -2.50
H 0.47 3.04 -3.33
H -0.58 5.19 -2.67
H 0.53 5.35 -1.12
H -1.04 4.03 0.32
H -1.65 2.96 -1.22
H -4.08 2.60 -2.33
H -3.48 1.91 -0.67
H -4.76 0.17 -2.27
H -6.35 1.17 -1.99
H -6.36 0.66 1.73
H -4.58 1.17 1.40
H -6.51 3.33 1.36
H -7.17 2.45 -0.16
H -0.57 1.13 -3.44
H -2.04 0.94 -2.28
H -1.00 -1.17 -4.22
H -0.05 -1.60 -2.62
H -2.75 -1.12 -1.91
C 2.15 -1.10 -6.93
N 2.09 0.09 -6.11
C 3.33 0.66 -5.61
C 0.90 0.71 -5.78
O 0.78 1.71 -5.10
H 2.62 -1.90 -6.36
H 2.75 -0.88 -7.82
H 1.15 -1.41 -7.23
H 3.30 0.67 -4.52
H 3.42 1.69 -5.97
H 4.19 0.07 -5.95
H 0.02 0.20 -6.21
C 1.06 -1.38 6.22
N 0.12 -1.84 7.22
C -0.65 -3.04 6.95
C -0.08 -1.18 8.41
O -0.86 -1.51 9.29
H 0.52 -1.17 5.29
H 1.81 -2.16 6.05
H 1.57 -0.47 6.55
H -1.71 -2.80 6.98
H -0.44 -3.78 7.73
H -0.39 -3.46 5.97
H 0.55 -0.28 8.51
C -3.30 7.35 5.92
N -2.93 5.99 6.25
C -2.03 5.75 7.35
C -3.42 4.91 5.53
O -3.16 3.74 5.75
H -2.39 7.91 5.68
H -3.78 7.80 6.79
H -3.98 7.39 5.07
H -1.14 5.22 6.98
H -2.53 5.11 8.09
H -1.73 6.69 7.81
H -4.10 5.20 4.72
C 1.89 -5.35 1.41
N 2.81 -5.02 0.34
C 3.84 -5.98 -0.01
C 2.73 -3.84 -0.36
O 3.47 -3.50 -1.27
H 2.46 -5.50 2.33
H 1.35 -6.27 1.15
H 1.16 -4.54 1.57
H 4.82 -5.51 0.11
H 3.71 -6.27 -1.06
H 3.77 -6.87 0.62
H 1.91 -3.18 -0.01
C 4.06 -7.07 -3.90
N 3.10 -6.61 -4.89
C 2.46 -7.58 -5.74
C 2.78 -5.28 -5.03
O 1.98 -4.82 -5.84
H 4.88 -7.58 -4.42
H 3.57 -7.76 -3.22
H 4.47 -6.23 -3.33
H 2.69 -7.34 -6.79
H 1.38 -7.53 -5.59
H 2.81 -8.59 -5.51
H 3.33 -4.62 -4.33
*
```

Output
Largest force on an atom (eV Å⁻¹): 7.33
Orbital gap (eV): 6.5121
E_LUMO (eV): -2.1
SMILES: N=[PH2]c1c(CCCSC(=S)N2CCOCC2)c(CCO)c(F)c2nsnc12.CN(C)C=O.CN(C)C=O.CN(C)C=O.CN(C)C=O.CN(C)C=O

***

Computed, not measured: one molecule with the formula C5H8FN, with ωB97M-V with the def2-TZVPD basis set.

Geometry as ORCA input:
```
! RIJCOSX wB97M-V def2-TZVPD def2/J DEFGRID3
* xyz 0 1
C 1.21 1.42 -2.24
C 0.90 0.84 -1.12
F 1.67 -0.14 -0.64
C -0.21 1.25 -0.16
N -0.99 0.47 0.43
C -0.86 -1.04 0.44
C -0.57 -1.37 1.88
H 0.64 2.36 -2.45
H 1.97 1.04 -2.83
H -0.45 2.30 0.10
H -0.08 -1.50 -0.26
H -1.80 -1.31 0.15
H -1.34 -1.81 2.42
H -0.41 -0.35 2.37
H 0.33 -2.16 1.90
*
```

Output
ΔE to the lowest compared entry with this formula, charge and spin (kJ/mol): 188.7
Largest force on an atom (eV Å⁻¹): 3.59
Orbital gap (eV): 10.6591
E_LUMO (eV): 1.0
SMILES: C=C(F)/C=N\CC